Entry 1:
ORCA calculation (wB97M-V/def2-TZVPD) on a 2-piece molecular cluster, C3H6Cl2Si overall.

Each atom is followed by the atoms it is bonded to, with distances in Å.
Positions of all 12 atoms, in Å:
1 C -2.496 -0.192 -0.325  C2 1.336, Cl5 1.749, H7 1.068
2 C -1.687 -0.249 0.736  C1 1.336, Cl6 1.721
3 C 1.843 1.099 -0.548  Si4 1.908, H8 1.109, H9 1.112, H10 1.088
4 Si 1.599 -0.500 0.465  C3 1.908, H11 1.375, H12 1.375
5 Cl -4.033 -1.016 -0.459  C1 1.749
6 Cl -2.193 -0.927 2.234  C2 1.721
7 H -2.092 -0.011 -1.297  C1 1.068
8 H 1.511 0.859 -1.579  C3 1.109
9 H 1.321 1.953 -0.065  C3 1.112
10 H 2.906 1.029 -0.771  C3 1.088
11 H 1.561 -1.697 -0.212  Si4 1.375
12 H 1.761 -0.350 1.821  Si4 1.375

Summary:
LUMO (spin up / spin down) (eV): -1.323 / -1.630
E_HOMO (spin up / spin down) (eV): -8.33 / -7.61
Total charge: 0
Spin multiplicity: 1
ΔE to the lowest compared entry with this formula, charge and spin (kcal/mol): 181.1

Entry 2:
ORCA calculation (wB97M-V/def2-TZVPD) on a 2-piece molecular cluster, C3H6Cl2Si overall.

Each atom is followed by the atoms it is bonded to, with distances in Å.
Positions of all 12 atoms, in Å:
1 C 3.845 -0.943 0.701  C2 1.280, Cl5 1.881, H7 1.140
2 C 2.776 -0.240 0.735  C1 1.280, Cl6 1.705
3 C -1.195 1.406 0.075  Si4 1.860, H8 1.069, H9 1.071, H10 1.097
4 Si -0.847 -0.417 -0.038  C3 1.860, H11 1.569, H12 1.420
5 Cl 5.474 -0.479 -0.117  C1 1.881
6 Cl 2.625 1.273 -0.037  C2 1.705
7 H 3.935 -1.823 1.421  C1 1.140
8 H -0.882 1.956 -0.787  C3 1.069
9 H -2.182 1.660 0.405  C3 1.071
10 H -0.493 1.654 0.881  C3 1.097
11 H 0.407 -1.358 0.037  Si4 1.569
12 H -1.874 -0.955 0.782  Si4 1.420

Summary:
LUMO (spin up / spin down) (eV): -0.364 / -2.213
E_HOMO (spin up / spin down) (eV): -10.11 / -7.14
Total charge: 0
Spin multiplicity: 1
ΔE to the lowest compared entry with this formula, charge and spin (kcal/mol): 197.1

Entry 3:
ORCA calculation (wB97M-V/def2-TZVPD) on one molecule with the formula C3H6Cl3P.

Each atom is followed by the atoms it is bonded to, with distances in Å.
Positions of all 13 atoms, in Å:
1 C -0.213 -1.242 1.420  P2 1.675, H8 1.077, H9 1.080
2 P 0.011 -0.453 -0.041  C1 1.675, Cl3 2.462, C4 1.840, C6 1.838
3 Cl 0.332 -1.387 -2.297  P2 2.462
4 C -1.480 0.539 -0.461  P2 1.840, Cl5 1.770, H10 1.090, H11 1.092
5 Cl -1.118 1.631 -1.805  C4 1.770
6 C 1.437 0.706 -0.088  P2 1.838, Cl7 1.765, H12 1.091, H13 1.095
7 Cl 2.518 0.378 1.268  C6 1.765
8 H 0.656 -1.699 1.865  C1 1.077
9 H -1.137 -1.792 1.520  C1 1.080
10 H -2.291 -0.126 -0.760  C4 1.090
11 H -1.771 1.134 0.406  C4 1.092
12 H 1.987 0.576 -1.022  C6 1.091
13 H 1.069 1.733 -0.005  C6 1.095

Summary:
LUMO (eV): -0.280
E_HOMO (eV): -9.13
SMILES: C=P(Cl)(CCl)CCl
Total charge: 0
Spin multiplicity: 1
ΔE to the lowest compared entry with this formula, charge and spin (kcal/mol): 55.4

Entry 4:
ORCA calculation (wB97M-V/def2-TZVPD) on one molecule with the formula C3H6ClFIN.

Each atom is followed by the atoms it is bonded to, with distances in Å.
Positions of all 13 atoms, in Å:
1 C 0.211 1.141 -0.936  C3 1.498, H8 1.095, H9 1.108, H10 1.134
2 C 0.061 -1.018 0.489  C3 1.620, N4 1.475, H11 1.095, H12 1.083
3 C 0.752 0.431 0.267  C1 1.498, C2 1.620, F5 1.333, I7 2.293
4 N -1.343 -0.662 0.767  C2 1.475, Cl6 1.745, H13 1.061
5 F 0.616 1.158 1.376  C3 1.333
6 Cl -2.552 -0.999 -0.446  N4 1.745
7 I 2.958 0.135 -0.282  C3 2.293
8 H 0.448 2.185 -1.166  C1 1.095
9 H -0.873 0.913 -0.910  C1 1.108
10 H 0.618 0.558 -1.819  C1 1.134
11 H 0.418 -1.517 -0.418  C2 1.095
12 H 0.447 -1.567 1.339  C2 1.083
13 H -1.761 -0.759 1.738  N4 1.061

Summary:
LUMO (spin up / spin down) (eV): 0.081 / -2.314
E_HOMO (spin up / spin down) (eV): -5.94 / -9.69
Total charge: 0
⟨S²⟩: 2.008
Spin multiplicity: 3

Entry 5:
ORCA calculation (wB97M-V/def2-TZVPD) on one molecule with the formula C3H6ClFN2.

Each atom is followed by the atoms it is bonded to, with distances in Å.
Positions of all 13 atoms, in Å:
1 H -1.115 -1.745 1.489  N2 1.110
2 N -0.405 -0.963 1.151  H1 1.110, C3 1.316
3 C -0.799 -0.282 0.096  N2 1.316, N4 1.296, C5 1.500
4 N -1.881 0.005 -0.557  C3 1.296, H9 1.082, H10 1.166
5 C 0.337 0.617 -0.292  C3 1.500, C6 1.567, H11 1.255, H12 1.108
6 C 1.654 0.191 0.442  C5 1.567, F7 1.286, Cl8 1.858, H13 1.095
7 F 2.643 0.955 0.138  C6 1.286
8 Cl 1.943 -1.387 -0.495  C6 1.858
9 H -2.831 -0.478 -0.368  N4 1.082
10 H -1.712 0.309 -1.669  N4 1.166
11 H 0.156 1.840 -0.078  C5 1.255
12 H 0.360 0.734 -1.393  C5 1.108
13 H 1.650 0.204 1.537  C6 1.095

Summary:
LUMO (eV): 0.561
E_HOMO (eV): -9.27
SMILES: [H]/N=C(\N)C[C@H](F)Cl
Total charge: 0
Spin multiplicity: 1
ΔE to the lowest compared entry with this formula, charge and spin (kcal/mol): 52.3

Entry 6:
ORCA calculation (wB97M-V/def2-TZVPD) on a 2-piece molecular cluster, C3H6ClIO overall.

Each atom is followed by the atoms it is bonded to, with distances in Å.
Positions of all 12 atoms, in Å:
1 C -1.082 -0.701 -0.808  H7 1.070, H8 1.070, H9 1.070
2 C 1.091 0.412 1.146  C3 1.454, I6 2.245, H10 1.083, H11 1.085
3 C 1.166 0.489 -0.304  C2 1.454, O4 1.343, Cl5 1.746
4 O 0.901 1.649 -0.928  C3 1.343, H12 0.976
5 Cl 2.378 -0.504 -1.072  C3 1.746
6 I 2.616 1.754 2.101  C2 2.245
7 H -0.776 -1.133 -1.738  C1 1.070
8 H -1.111 -1.328 0.059  C1 1.070
9 H -1.671 0.193 -0.825  C1 1.070
10 H 1.307 -0.576 1.535  C2 1.083
11 H 0.152 0.800 1.528  C2 1.085
12 H 1.553 2.341 -0.707  O4 0.976

Summary:
LUMO (spin up / spin down) (eV): -0.123 / -0.869
E_HOMO (spin up / spin down) (eV): -8.28 / -8.85
Total charge: 0
Spin multiplicity: 1
ΔE to the lowest compared entry with this formula, charge and spin (kcal/mol): 62.7

Entry 7:
ORCA calculation (wB97M-V/def2-TZVPD) on one molecule with the formula C3H6ClN.

Each atom is followed by the atoms it is bonded to, with distances in Å.
Positions of all 11 atoms, in Å:
1 Cl 2.375 0.011 -0.326  C2 1.758
2 C 0.792 -0.010 0.438  Cl1 1.758, C3 1.497, C5 1.587, H6 1.050
3 C -0.189 -1.032 -0.046  C2 1.497, N4 1.415, H7 1.139, H8 1.083
4 N -0.991 0.004 -0.581  C3 1.415, C5 1.443, H9 0.988
5 C -0.226 1.106 -0.050  C2 1.587, N4 1.443, H10 1.105, H11 1.044
6 H 1.053 0.028 1.454  C2 1.050
7 H -0.603 -1.746 0.739  C3 1.139
8 H 0.146 -1.755 -0.779  C3 1.083
9 H -1.927 -0.061 -0.891  N4 0.988
10 H 0.284 1.851 -0.685  C5 1.105
11 H -0.714 1.604 0.727  C5 1.044

Summary:
LUMO (eV): 1.079
E_HOMO (eV): -8.58
SMILES: ClC1CNC1
Total charge: 0
Spin multiplicity: 1
ΔE to the lowest compared entry with this formula, charge and spin (kcal/mol): 18.0

Entry 8:
ORCA calculation (wB97M-V/def2-TZVPD) on a 2-piece molecular cluster, C3H6ClN overall.

Each atom is followed by the atoms it is bonded to, with distances in Å.
Positions of all 11 atoms, in Å:
1 C 1.307 2.492 -0.377  N4 1.161
2 C -1.154 -0.975 0.244  C3 1.626, H7 1.112, H8 1.125, H9 1.130
3 C 0.351 -1.446 0.641  C2 1.626, Cl5 1.790, H6 1.085, H10 1.181
4 N 1.100 3.097 -1.347  C1 1.161, H11 0.946
5 Cl 0.827 -0.958 2.297  C3 1.790
6 H 0.420 -2.510 0.438  C3 1.085
7 H -1.230 0.128 0.126  C2 1.112
8 H -1.947 -1.406 0.916  C2 1.125
9 H -1.429 -1.213 -0.826  C2 1.130
10 H 1.032 -0.736 -0.013  C3 1.181
11 H 0.723 3.528 -2.100  N4 0.946

Summary:
LUMO (eV): 1.066
E_HOMO (eV): -10.31
Total charge: 0
Spin multiplicity: 1
ΔE to the lowest compared entry with this formula, charge and spin (kcal/mol): 28.6

Entry 9:
ORCA calculation (wB97M-V/def2-TZVPD) on an isolated ion of composition C3H6ClN2 and charge +1.

Each atom is followed by the atoms it is bonded to, with distances in Å.
Positions of all 12 atoms, in Å:
1 C 2.475 -1.302 -0.150  N2 1.264, H7 1.104, H8 1.069
2 N 1.335 -0.756 -0.195  C1 1.264, C3 1.297
3 C 0.494 0.227 -0.121  N2 1.297, Cl4 1.656, N5 1.395
4 Cl 1.137 1.687 -0.566  C3 1.656
5 N -0.841 0.010 0.224  C3 1.395, C6 1.459, H9 1.037
6 C -2.011 0.876 0.115  N5 1.459, H10 1.059, H11 1.120, H12 1.111
7 H 2.855 -2.044 -0.873  C1 1.104
8 H 2.947 -1.141 0.796  C1 1.069
9 H -1.211 -0.847 0.675  N5 1.037
10 H -1.794 1.515 -0.700  C6 1.059
11 H -2.465 1.478 0.943  C6 1.120
12 H -2.922 0.298 -0.147  C6 1.111

Summary:
LUMO (eV): -5.179
E_HOMO (eV): -14.57
SMILES: C=N/C(Cl)=[NH+]/C
Total charge: +1
Spin multiplicity: 1
ΔE to the lowest compared entry with this formula, charge and spin (kcal/mol): 46.6

Entry 10:
ORCA calculation (wB97M-V/def2-TZVPD) on a 2-piece molecular cluster, C3H6ClN3 overall.

Each atom is followed by the atoms it is bonded to, with distances in Å.
Positions of all 13 atoms, in Å:
1 C 1.178 0.506 -0.855  H7 1.221, N11 1.460, N12 1.302
2 C -0.810 1.182 0.294  C3 1.309, H8 1.150, N12 1.469
3 C -1.904 0.469 0.393  C2 1.309, H9 1.059, Cl13 1.712
4 H -0.142 -2.106 0.241  N10 1.125
5 H 0.439 -0.816 1.286  N10 1.117
6 H 2.558 -0.956 -0.631  no bonds
7 H 2.158 1.021 -1.370  C1 1.221
8 H -0.598 1.889 1.175  C2 1.150
9 H -2.786 0.557 0.973  C3 1.059
10 N 0.798 -1.567 0.542  H4 1.125, H5 1.117, N11 1.354
11 N 1.135 -0.932 -0.606  C1 1.460, N10 1.354
12 N 0.294 1.437 -0.641  C1 1.302, C2 1.469
13 Cl -2.322 -0.685 -0.801  C3 1.712

Summary:
LUMO (eV): 0.474
E_HOMO (eV): -9.16
Total charge: 0
Spin multiplicity: 1
ΔE to the lowest compared entry with this formula, charge and spin (kcal/mol): 117.0

Entry 11:
ORCA calculation (wB97M-V/def2-TZVPD) on one molecule with the formula C3H6ClN3.

Each atom is followed by the atoms it is bonded to, with distances in Å.
Positions of all 13 atoms, in Å:
1 C 1.329 -0.574 0.183  C2 1.430, N4 1.271, H8 1.102
2 C 0.397 0.507 0.091  C1 1.430, C3 1.540, H9 1.147, H10 1.058
3 C -1.032 0.240 -0.417  C2 1.540, N5 1.484, H11 1.039, H12 1.116
4 N 2.129 -0.864 1.126  C1 1.271, Cl7 1.658
5 N -1.560 -1.021 0.160  C3 1.484, N6 1.206
6 N -0.801 -1.576 0.915  N5 1.206, H13 1.068
7 Cl 2.255 0.116 2.457  N4 1.658
8 H 1.389 -1.428 -0.511  C1 1.102
9 H 0.353 0.959 1.144  C2 1.147
10 H 0.772 1.373 -0.387  C2 1.058
11 H -1.836 0.863 -0.206  C3 1.039
12 H -1.193 0.012 -1.498  C3 1.116
13 H -1.206 -2.490 1.291  N6 1.068

Summary:
LUMO (spin up / spin down) (eV): 0.999 / -1.354
E_HOMO (spin up / spin down) (eV): -6.50 / -9.68
Total charge: 0
⟨S²⟩: 2.009
Spin multiplicity: 3
ΔE to the lowest compared entry with this formula, charge and spin (kcal/mol): 0.7

Entry 12:
ORCA calculation (wB97M-V/def2-TZVPD) on a 2-piece molecular cluster, C3H6ClN3O2 overall.

Each atom is followed by the atoms it is bonded to, with distances in Å.
Positions of all 15 atoms, in Å:
1 C 1.661 -0.571 -0.135  N10 1.537, N11 1.530, O13 1.331
2 C -0.550 -0.660 1.145  C3 1.412, H6 1.094, H7 1.181, N11 1.462
3 C -1.460 -1.073 0.147  C2 1.412, H8 1.109, H9 1.190, Cl15 1.846
4 H 2.775 1.072 -0.662  N10 1.120
5 H 3.056 -0.605 -1.349  no bonds
6 H -0.224 -1.671 1.405  C2 1.094
7 H -0.857 -0.129 2.154  C2 1.181
8 H -0.814 -1.446 -0.674  C3 1.109
9 H -2.382 -1.711 0.544  C3 1.190
10 N 3.033 0.120 -0.132  C1 1.537, H4 1.120
11 N 0.641 0.107 0.781  C1 1.530, C2 1.462, N12 1.525
12 N 0.084 1.473 0.393  N11 1.525, O14 1.166
13 O 1.450 -1.794 -0.616  C1 1.331
14 O 0.830 2.117 -0.229  N12 1.166
15 Cl -2.589 0.225 -0.523  C3 1.846

Summary:
LUMO (eV): -0.662
E_HOMO (eV): -10.18
Total charge: 0
Spin multiplicity: 1

Values of largest force on an atom, in order: 0.093 0.081 0.037 0.120 0.140 0.031 0.051 0.081 0.076 0.173 0.131 0.172, all in Eh/bohr.